C39H34ClCsIN2O2P2S3Sb as an isolated structure at a distorted geometry. Source: the OMol25 dataset; level of theory: wB97M-V/def2-TZVPD.

Summary:
energy above the lowest of the compared OMol25 structures with the same formula, charge and spin	0.0000	eV
frontier orbital gap (spin up / spin down)	0.1544 / 0.2006	Eh
2S+1	2
net charge	-1
DFT total energy	-4662.208298	Eh

Structure (XYZ):
```
86
Properties=species:S:1:pos:R:3:forces:R:3
Cs -1.495942 1.666031 -0.761894 0.1 -0.3 -0.2
S -3.979588 1.278204 -4.564576 0.4 0.8 0.4
Sb -3.072323 3.338285 -3.747108 -0.6 -0.7 0.1
S -4.008718 3.579309 -1.474467 -0.1 0.3 -0.5
S 1.774629 0.058013 -2.700356 0.2 0.6 0.2
O -1.684951 4.647370 0.072141 0.3 0.2 1.3
N -1.944497 4.468116 1.446537 -1.3 0.2 -2.4
C -0.894040 4.340673 2.107657 0.4 -0.2 0.4
C -1.045152 3.924650 3.506280 1.2 -0.2 0.8
C -1.653240 4.721333 4.477568 -0.5 -0.1 -0.5
C -1.722455 4.286557 5.786881 -0.2 0.1 1.1
C -1.082791 3.104779 6.172266 -0.4 0.3 0.3
C -0.497191 2.331128 5.205206 1.1 -1.3 -0.6
C -0.421477 2.695486 3.869415 -1.2 1.5 0.0
P 0.233564 1.718069 2.487464 0.1 -0.3 0.3
C 0.518086 0.113612 3.292280 -0.8 0.4 0.0
C -0.681685 -0.602322 3.482210 0.0 0.2 -0.4
C -0.632033 -1.823201 4.114070 -0.7 -0.5 0.1
C 0.590557 -2.314003 4.555473 -0.9 -1.3 0.8
C 1.738380 -1.615129 4.395966 1.7 0.4 0.2
C 1.718093 -0.382794 3.759577 0.0 -0.2 -0.1
C 1.886592 2.416224 2.255202 0.7 0.9 0.3
C 2.600295 3.273772 3.127256 0.1 -0.6 -0.7
C 3.802695 3.839051 2.699036 0.0 -0.5 0.0
C 4.333264 3.547134 1.445020 -1.3 -0.2 0.2
C 3.610493 2.698866 0.586028 1.5 0.9 -0.1
C 2.413116 2.174950 0.984210 -0.4 -0.2 0.5
H -2.562926 4.515124 -0.415004 -0.2 -0.1 0.1
H 0.079864 4.363205 1.632067 0.2 0.1 -0.1
H -2.156184 5.648949 4.191068 0.3 -0.3 0.0
H -2.298060 4.869857 6.529771 0.5 -0.3 -0.5
H -1.030595 2.741773 7.201256 -0.3 0.3 -0.3
H -0.032531 1.372147 5.446414 -0.2 0.2 0.3
H -1.642070 -0.199316 3.096177 0.7 -0.3 0.3
H -1.542434 -2.416652 4.278153 0.4 0.4 -0.1
H 0.628196 -3.265918 5.088850 -0.1 0.2 -0.2
H 2.697918 -1.992289 4.791668 -0.6 0.1 -0.3
H 2.650688 0.136325 3.624131 0.1 0.4 -0.1
H 2.294646 3.489920 4.140319 -0.5 -0.1 0.0
H 4.354272 4.469348 3.387050 0.0 0.1 -0.1
H 5.217444 4.073252 1.154524 0.5 -0.1 -0.4
H 4.007536 2.497797 -0.405270 -0.2 -0.1 0.1
H 1.844373 1.551489 0.314455 0.0 -0.2 -0.3
Cl 1.802800 -2.327220 0.208807 0.0 -0.3 -0.4
C 2.608414 -3.225602 -1.052040 0.1 -0.4 -0.7
C 3.560453 -4.184911 -0.674428 -0.4 0.9 0.3
C 4.394216 -4.743475 -1.615515 -0.1 -0.3 0.0
C 4.257556 -4.436440 -2.959644 0.0 -0.2 0.5
C 3.238679 -3.610277 -3.349256 -0.8 0.4 0.2
C 2.358646 -3.006530 -2.422807 0.3 0.2 0.3
P 1.176672 -1.743290 -3.067205 0.4 -0.2 -0.9
C 1.158500 -2.134329 -4.886764 0.1 -0.3 0.9
C 1.791540 -1.321021 -5.805223 -0.7 -1.0 -0.5
C 1.841626 -1.736395 -7.135342 0.5 0.4 -0.4
C 1.325676 -2.968862 -7.551751 0.2 1.0 0.0
C 0.632470 -3.723516 -6.618901 0.1 -0.8 -0.5
C 0.579233 -3.332124 -5.308379 0.0 0.8 0.5
C -0.517978 -2.091890 -2.595696 0.8 0.1 -0.3
C -1.457450 -1.157411 -2.974323 -0.6 0.4 -0.3
C -2.799351 -1.448595 -2.785078 -0.2 0.4 -0.1
C -3.190682 -2.670445 -2.262546 0.4 0.2 -0.1
C -2.226713 -3.605175 -1.888467 -0.6 -0.1 0.2
C -0.891261 -3.302621 -2.066929 0.0 -0.6 0.5
H 3.659342 -4.412849 0.380518 0.1 0.0 -0.1
H 5.136609 -5.446910 -1.294129 0.3 -0.2 0.1
H 4.902892 -4.869749 -3.698253 0.3 -0.1 -0.2
H 3.117333 -3.429603 -4.403273 -0.1 0.1 -0.1
H 2.195160 -0.392829 -5.502872 0.4 0.9 0.3
H 2.327098 -1.033770 -7.831170 -0.2 -0.6 0.1
H 1.459621 -3.278860 -8.588622 -0.2 0.0 0.3
H 0.146509 -4.653830 -6.892339 0.1 0.0 -0.1
H 0.056887 -3.925418 -4.588525 -0.3 -0.4 0.3
H -1.196133 -0.230148 -3.489225 0.0 -0.1 0.2
H -3.530775 -0.690081 -3.070536 0.1 -0.1 -0.1
H -4.252008 -2.822222 -2.193067 -0.2 -0.4 0.3
H -2.511773 -4.549204 -1.424571 0.0 0.2 -0.2
H -0.130811 -4.002012 -1.753911 0.1 -0.2 0.0
N -5.322312 0.971135 -0.144098 0.2 -0.4 0.5
C -4.952581 0.595595 1.090682 -0.1 1.4 -0.4
O -5.157737 -0.497034 1.556163 0.3 -1.2 0.6
C -4.345290 1.750708 1.912991 -0.7 -0.6 0.7
I -5.792171 2.047909 3.541382 0.5 0.2 -0.4
H -5.667619 0.267378 -0.767942 -0.1 -0.1 -0.2
H -5.053870 1.874377 -0.508124 0.2 0.5 -0.6
H -4.200348 2.686532 1.390885 -0.2 0.2 -0.1
H -3.444880 1.471818 2.454557 0.0 -0.2 -0.1
```
Forces are in eV/Å.